Formula: C12H40NO9
Source: the Open Molecules 2025 dataset
Level of theory: ωB97M-V/def2-TZVPD

Each line ends with the Löwdin charge.
Cartesian coordinates (Å):
N -49.629 1.934 -4.835  0.281
H -49.614 1.112 -5.461  0.078
H -48.661 2.116 -4.539  0.077
H -50.213 1.660 -4.026  0.084
H -50.030 2.733 -5.366  0.079
C -52.558 4.616 -5.208  -0.079
C -51.604 4.910 -6.346  -0.281
O -50.378 4.219 -6.134  -0.127
H -52.091 4.808 -4.235  0.070
H -52.840 3.560 -5.217  0.068
H -53.448 5.240 -5.269  0.081
H -51.394 5.978 -6.437  0.121
H -52.078 4.576 -7.277  0.112
H -49.638 4.747 -6.478  0.044
C -47.102 5.551 -5.220  -0.082
C -47.102 5.520 -6.732  -0.267
O -48.432 5.894 -7.159  -0.091
H -47.365 6.546 -4.859  0.089
H -46.102 5.358 -4.822  0.082
H -47.791 4.805 -4.820  0.051
H -46.900 4.504 -7.072  0.110
H -46.374 6.238 -7.105  0.119
H -48.493 5.795 -8.115  0.105
C -48.247 1.571 -9.087  -0.081
C -49.571 1.461 -9.803  -0.306
O -50.480 2.412 -9.221  -0.089
H -47.572 0.794 -9.459  0.083
H -48.382 1.417 -8.018  0.059
H -47.760 2.518 -9.319  0.073
H -49.952 0.439 -9.701  0.097
H -49.453 1.682 -10.867  0.115
H -51.363 2.192 -9.533  0.080
C -51.693 -0.529 -6.263  -0.231
C -50.461 -1.194 -6.823  -0.203
O -49.306 -0.658 -6.142  -0.089
O -51.691 0.871 -6.479  -0.064
H -51.792 -0.697 -5.192  0.119
H -52.562 -1.014 -6.728  0.131
H -50.398 -1.038 -7.903  0.110
H -50.506 -2.269 -6.621  0.128
H -48.516 -1.091 -6.478  0.101
H -51.880 1.075 -7.399  0.082
C -52.102 2.615 -1.846  -0.271
C -51.620 1.237 -1.507  -0.206
O -50.958 0.718 -2.668  -0.098
O -52.740 3.116 -0.693  -0.039
H -52.764 2.608 -2.720  0.121
H -51.223 3.216 -2.130  0.106
H -52.460 0.587 -1.245  0.132
H -50.959 1.302 -0.639  0.131
H -50.623 -0.162 -2.478  0.103
H -53.217 3.916 -0.928  0.094
C -47.336 3.144 -2.056  -0.227
C -46.947 1.810 -2.626  -0.212
O -46.834 1.859 -4.061  -0.085
O -48.632 3.497 -2.543  -0.078
H -46.597 3.889 -2.382  0.122
H -47.317 3.125 -0.963  0.128
H -47.662 1.035 -2.359  0.123
H -45.977 1.538 -2.199  0.129
H -46.083 2.435 -4.243  0.096
H -48.707 4.455 -2.543  0.094

Properties
Charge   +1
Energy above the lowest of the compared OMol25 structures with the same formula, charge and spin   0.000 eV
Kohn-Sham gap   0.39476 Eh
LUMO level   -2.0 eV
Electronic energy   -1212.8770 hartree
HOMO   -12.71 eV
Multiplicity   1


Formula: C6H5N
Source: the Open Molecules 2025 dataset
Level of theory: ωB97M-V/def2-TZVPD

Each line ends with the Löwdin charge.
Cartesian coordinates (Å):
C -0.652 1.471 -0.131  0.024
C -1.648 0.595 -0.130  -0.312
C -3.680 -0.634 0.204  0.088
C 0.455 -0.672 -0.487  -0.048
C 0.317 0.479 0.525  -0.156
C -0.820 -0.543 0.350  -0.163
N -2.941 0.216 -0.172  0.018
H -0.530 2.489 -0.678  0.136
H 0.735 -0.414 -1.446  0.075
H 1.224 -1.345 -0.101  0.102
H 0.913 0.617 1.379  0.112
H -1.145 -1.465 0.762  0.123

Properties
Energy above the lowest of the compared OMol25 structures with the same formula, charge and spin   4.410 eV
Kohn-Sham gap   0.34643 Eh
LUMO level   0.6 eV
Electronic energy   -286.1811 hartree
HOMO   -8.83 eV
Multiplicity   1


Formula: C5H5NO2S2
Source: the Open Molecules 2025 dataset
Level of theory: ωB97M-V/def2-TZVPD

Each line ends with the Löwdin charge.
Cartesian coordinates (Å):
C 2.802 0.612 0.347  -0.495
C 0.638 0.598 -0.122  -0.458
C 0.957 -0.714 -0.187  -0.312
C -0.680 1.185 -0.227  -0.166
C -1.156 -1.738 -0.392  0.052
N 1.794 1.340 0.150  0.030
O -1.900 -0.449 1.639  -0.338
O -3.100 0.093 -0.501  -0.353
S 2.618 -1.130 0.178  0.981
S -1.842 -0.161 0.211  0.656
H 3.821 1.031 0.633  0.103
H -0.803 1.911 0.487  0.080
H -1.218 1.520 -1.231  0.160
H -1.085 -1.852 -1.440  0.045
H -0.846 -2.244 0.454  0.014

Properties
Energy above the lowest of the compared OMol25 structures with the same formula, charge and spin   3.250 eV
Kohn-Sham gap   0.31186 Eh
LUMO level   -1.4 eV
Electronic energy   -1194.9553 hartree
HOMO   -9.87 eV
Multiplicity   1


Formula: H4NOP2
Source: the Open Molecules 2025 dataset
Level of theory: ωB97M-V/def2-TZVPD

Each line ends with the Löwdin charge.
Cartesian coordinates (Å):
N 0.319 -0.816 -0.823  -0.727
O 1.778 1.570 -1.102  -0.540
P -0.809 -1.590 0.102  0.440
P 0.679 0.768 -0.443  0.338
H -0.257 -1.174 1.340  -0.188
H -1.924 -0.813 0.215  -0.221
H 0.764 0.641 1.049  -0.045
H -0.550 1.414 -0.338  -0.057

Properties
Charge   -1
Energy above the lowest of the compared OMol25 structures with the same formula, charge and spin   0.143 eV
Kohn-Sham gap   0.32167 Eh
LUMO level   4.8 eV
Electronic energy   -815.1407 hartree
HOMO   -3.97 eV
Multiplicity   1


Repeat the fourth record exactly.
Formula: H4NOP2
Source: the Open Molecules 2025 dataset
Level of theory: ωB97M-V/def2-TZVPD

Each line ends with the Löwdin charge.
Cartesian coordinates (Å):
N 0.319 -0.816 -0.823  -0.727
O 1.778 1.570 -1.102  -0.540
P -0.809 -1.590 0.102  0.440
P 0.679 0.768 -0.443  0.338
H -0.257 -1.174 1.340  -0.188
H -1.924 -0.813 0.215  -0.221
H 0.764 0.641 1.049  -0.045
H -0.550 1.414 -0.338  -0.057

Properties
Charge   -1
Energy above the lowest of the compared OMol25 structures with the same formula, charge and spin   0.143 eV
Kohn-Sham gap   0.32167 Eh
LUMO level   4.8 eV
Electronic energy   -815.1407 hartree
HOMO   -3.97 eV
Multiplicity   1